{
  "formula": "C7H7ClFNO3S2",
  "method": "wB97M-V/def2-TZVPD",
  "largest_force_ev_per_a": 5.822,
  "total_charge": 0,
  "orbital_gap_ev": 9.73,
  "e_lumo_ev": -0.093,
  "elements": ["C", "C", "C", "C", "C", "C", "C", "N", "O", "O", "O", "F", "S", "S", "Cl", "H", "H", "H", "H", "H", "H", "H"],
  "coordinates": [[-1.89338, 1.72014, 0.23226], [-2.59385, 1.26117, -0.86842], [-1.12874, 0.78541, 0.93908], [-2.54198, -0.04757, -1.23826], [-0.97041, -0.57727, 0.58956], [-1.80338, -0.94203, -0.47551], [0.07269, -1.36085, 1.32027], [2.91165, -1.75412, 0.90555], [1.55146, 0.47747, 0.01687], [3.33251, -0.29890, -1.33631], [2.95315, 2.12675, -1.03128], [-1.79442, -2.26414, -0.94392], [1.67946, -1.37256, 0.37611], [2.94246, 0.79896, -0.54909], [4.08554, 0.85547, 1.07088], [-1.76572, 2.83566, 0.30871], [-3.14407, 2.06450, -1.44896], [-0.31385, 1.13491, 1.60690], [-3.19572, -0.40428, -2.02086], [-0.29448, -2.35273, 1.33955], [0.37436, -0.94471, 2.16766], [1.53673, -1.74130, -0.96082]]
}